# 1
A molecular structure, C20H19MnN5O2 in a non-equilibrium geometry. Source: the OMol25 dataset; level of theory: the ωB97M-V functional and the def2-TZVPD basis.

XYZ file:
```
47
Properties=species:S:1:pos:R:3:forces:R:3
N 0.1990 2.7775 -0.3222 0.2 -1.7 -0.4
C 0.3496 3.7898 0.2341 0.1 0.8 0.2
C 0.4331 5.0800 0.8364 0.0 -0.2 -0.5
H -0.6288 5.3872 0.9979 0.9 0.3 0.2
H 1.0515 5.7366 0.1793 -0.6 -0.2 0.5
H 1.0035 4.8690 1.7609 -0.3 0.5 0.2
N 2.4369 -1.9390 -0.1178 5.5 -2.1 -3.7
C 3.5011 -2.3966 -0.5004 -5.3 2.2 3.1
C 4.7953 -3.0170 -0.2234 -0.2 0.2 -0.2
H 5.6685 -2.6541 -0.7473 -0.1 0.3 -0.3
H 4.7138 -4.0846 -0.3385 0.0 -0.5 0.0
H 4.8456 -2.7456 0.8222 0.6 -0.3 0.5
N -2.6709 -0.4356 -0.1921 -0.8 -1.7 -0.3
C -3.3393 -1.3673 0.0259 1.1 2.0 0.0
C -4.2176 -2.4433 0.4122 -0.4 -0.6 0.1
H -3.7484 -3.0802 1.1813 -0.2 0.3 -0.3
H -4.4358 -3.0578 -0.4700 -0.1 0.1 0.3
H -5.1602 -2.0213 0.7991 0.3 -0.2 -0.2
Mn 0.6313 -0.7089 -3.9714 10.6 -7.1 12.8
C 0.4518 -1.6242 1.0416 -5.9 -2.8 0.3
O -0.4979 -2.3265 0.9917 5.1 2.8 -0.3
C 1.4375 1.2251 0.2769 2.9 3.0 1.9
O 2.3568 1.7024 0.7940 -3.0 -2.4 -1.7
C 0.8452 1.1089 -4.4050 -1.2 2.1 -2.1
C -0.2203 0.9717 -3.4832 -1.5 1.9 -0.4
C -1.1105 -0.1335 -3.4287 -2.1 0.8 -0.3
C -0.9723 -1.2319 -4.3864 -3.9 0.6 -2.1
C 0.0322 -1.0695 -5.5562 -1.3 -0.2 -2.5
C 1.0602 0.0832 -5.4372 -1.8 2.8 -3.4
H 1.4726 2.0023 -4.2142 0.3 -1.1 -0.4
H -0.2852 1.7280 -2.6698 0.3 -0.9 -0.4
H -1.7099 -0.1415 -2.4609 0.6 -0.8 -1.1
H -1.5017 -2.1963 -4.0647 1.0 1.0 -1.1
H 0.3416 -1.9823 -6.1851 -0.6 1.3 0.8
H 2.0204 0.1560 -5.9855 -0.6 -0.6 -0.1
N 1.1549 0.0195 7.0270 -1.7 -0.2 -3.1
C 0.5704 -0.0343 6.0038 1.3 -0.3 2.3
C -0.2097 0.0125 4.7769 0.2 0.1 0.0
C -1.4477 0.6691 4.7982 0.1 0.6 0.1
C -2.0397 1.0716 3.6053 0.4 -0.4 -0.3
C -1.4940 0.5705 2.4152 -0.8 0.7 -0.9
N -0.3672 -0.1101 2.4303 -0.1 0.1 1.7
C 0.2722 -0.4514 3.5382 1.0 -0.4 0.8
H -1.8897 0.9128 5.7654 0.1 0.1 -0.2
H -2.8714 1.7756 3.5425 0.0 -0.5 0.1
H -1.9806 0.7042 1.4449 0.1 0.1 0.3
H 1.1538 -1.1008 3.4587 -0.3 0.5 0.1
```
Forces are in eV/Å.

- Spin multiplicity: 4
- Highest occupied orbital energy (alpha / beta): -20.32 / -20.29 eV
- Gap between HOMO and LUMO (alpha / beta): 0.1574 / 0.1075 Ha
- Total charge: +4

---

# 2
A single C20H19N3O4 molecule in a non-equilibrium geometry. Source: the OMol25 dataset; level of theory: the ωB97M-V functional and the def2-TZVPD basis.

XYZ file:
```
46
Properties=species:S:1:pos:R:3:forces:R:3
C -0.4637 -3.0014 -0.0209 0.1 0.1 -0.1
C 0.5217 -2.5738 -1.1049 0.0 -0.4 0.1
N 1.3795 -1.4724 -0.6970 -0.1 0.0 -0.2
C 0.9762 -0.1368 -1.0866 -0.1 0.3 0.1
C -0.3349 0.2477 -0.4548 -0.1 0.0 -0.5
C -1.4989 0.3077 -1.1375 0.5 0.0 0.3
C -2.7325 0.6355 -0.4971 -0.2 0.1 0.5
C -3.9540 0.6988 -1.1782 0.0 0.1 0.3
C -5.1247 1.0084 -0.5201 0.1 0.0 -0.1
C -6.4348 1.0801 -1.2414 0.0 0.0 0.0
C -5.0755 1.2605 0.8568 0.2 0.0 -0.1
C -3.8914 1.2058 1.5533 0.0 0.0 0.0
C -2.7054 0.8939 0.8857 -0.4 -0.1 -0.6
N -1.5070 0.8356 1.5439 0.2 0.0 0.4
C -0.2874 0.5442 0.9762 -0.4 0.1 0.1
O 0.7256 0.5549 1.6539 0.2 -0.1 0.0
C 2.4055 -1.7633 0.1367 0.2 0.2 0.0
O 2.6114 -2.8933 0.5394 0.0 -0.2 0.2
C 3.3345 -0.6481 0.5133 0.4 0.1 0.2
C 3.5190 -0.3499 1.8599 0.1 0.0 -0.1
C 4.4266 0.6223 2.2484 -0.1 -0.1 -0.1
C 5.1753 1.2943 1.3008 0.1 0.1 -0.4
C 5.0038 0.9769 -0.0417 -0.7 -0.6 1.0
N 5.7766 1.6695 -1.0392 0.3 0.3 -0.4
O 5.5183 1.4509 -2.2053 0.0 0.0 -0.3
O 6.6353 2.4371 -0.6586 0.2 0.2 0.0
C 4.0913 0.0096 -0.4447 0.1 0.1 0.0
H -1.0439 -3.8518 -0.3694 -0.1 -0.1 0.0
H 0.0861 -3.2953 0.8687 0.0 0.0 0.1
H -1.1458 -2.1939 0.2348 -0.1 0.0 0.0
H 1.1731 -3.4211 -1.3370 -0.1 0.1 -0.1
H -0.0089 -2.2711 -2.0101 0.1 0.0 0.0
H 1.7365 0.5705 -0.7515 -0.1 -0.1 -0.2
H 0.8932 -0.0918 -2.1785 0.0 0.1 0.1
H -1.5196 0.0998 -2.1990 0.1 0.0 -0.1
H -3.9643 0.4986 -2.2398 0.0 0.0 -0.1
H -6.8667 2.0751 -1.1425 -0.1 0.0 -0.1
H -6.3117 0.8582 -2.2978 -0.1 0.0 -0.1
H -7.1409 0.3685 -0.8156 -0.1 0.0 0.0
H -5.9898 1.5033 1.3778 -0.1 0.0 0.1
H -3.8681 1.4033 2.6150 0.0 0.0 0.1
H -1.4912 1.0405 2.5364 0.1 -0.1 -0.2
H 2.9345 -0.8788 2.5949 -0.1 0.0 0.1
H 4.5508 0.8555 3.2943 0.0 0.0 0.1
H 5.8888 2.0563 1.5749 0.0 0.0 0.0
H 3.9974 -0.2209 -1.4960 0.0 0.0 0.0
```
Forces are in eV/Å.

- Spin multiplicity: 1
- Highest occupied orbital energy: -8.67 eV
- Gap between HOMO and LUMO: 0.3079 Ha
- SMILES string: CCN(Cc1cc2cc(C)ccc2[nH]c1=O)C(=O)c1cccc([N+](=O)[O-])c1
- Relative energy (zero: lowest compared OMol25 entry of this formula, charge and spin): 3.557 eV

---

# 3
A single C20H19N3O4S molecule. Source: the OMol25 dataset; level of theory: the ωB97M-V functional and the def2-TZVPD basis.

XYZ file:
```
47
Properties=species:S:1:pos:R:3:forces:R:3
C 8.9362 3.0556 1.2372 0.2 -0.1 0.0
O 7.7202 3.7331 1.4428 -0.3 0.1 0.0
C 6.5614 3.1075 1.0972 -0.2 -0.1 0.0
C 6.4699 1.8333 0.5488 0.3 0.3 0.2
C 5.2366 1.2894 0.2344 -0.3 -0.1 -0.1
C 4.0715 2.0097 0.4615 0.5 0.0 0.0
N 2.7938 1.5100 0.1746 -0.4 0.2 0.1
C 2.4512 0.3409 -0.4299 -0.2 0.1 0.1
O 3.2341 -0.4854 -0.8507 0.1 -0.1 -0.1
C 0.9685 0.1488 -0.5565 -0.2 -0.2 -0.1
C 0.4962 -0.4991 -1.6955 0.1 0.1 0.1
C -0.8590 -0.7219 -1.8591 0.0 0.0 -0.1
C -1.7317 -0.3095 -0.8712 -0.4 0.0 -0.1
S -3.4787 -0.6405 -1.0367 0.5 -0.5 0.0
O -4.2120 0.3253 -0.2714 0.1 -0.1 0.3
O -3.7919 -0.8160 -2.4262 0.3 -0.1 0.1
N -3.5605 -2.1211 -0.2526 0.1 0.8 -0.4
C -4.5730 -2.3088 0.7707 -0.3 0.1 0.3
C -5.8935 -2.7589 0.2075 -0.1 -0.1 0.0
C -6.5567 -1.9897 -0.7442 -0.1 -0.2 0.1
C -7.7536 -2.4521 -1.2639 0.1 0.0 0.1
C -8.2420 -3.6700 -0.8122 -0.1 0.1 -0.2
N -7.6208 -4.4083 0.0907 -0.3 -0.5 0.1
C -6.4786 -3.9633 0.5826 0.3 0.3 0.1
C -1.2806 0.3124 0.2762 -0.1 0.1 0.1
C 0.0741 0.5475 0.4346 0.0 -0.1 -0.2
C 4.1626 3.2886 1.0114 0.1 -0.1 -0.1
C 5.3882 3.8300 1.3249 0.2 -0.1 0.0
H 9.0959 2.8280 0.1784 0.0 0.0 0.0
H 9.7138 3.7366 1.5797 0.0 -0.1 0.0
H 8.9844 2.1300 1.8198 0.0 0.0 0.0
H 7.3536 1.2456 0.3586 0.1 0.0 0.0
H 5.1784 0.3024 -0.1920 0.0 0.0 0.0
H 2.0402 2.1418 0.4078 0.1 -0.2 -0.1
H 1.2085 -0.8198 -2.4402 0.0 0.0 -0.1
H -1.2554 -1.1993 -2.7409 0.0 -0.1 -0.2
H -3.5242 -2.8745 -0.9225 0.1 -0.1 -0.2
H -4.6850 -1.3352 1.2542 0.0 -0.2 0.2
H -4.1981 -3.0335 1.5006 -0.1 0.1 0.0
H -6.1329 -1.0498 -1.0660 -0.1 0.1 -0.1
H -8.2939 -1.8809 -2.0024 -0.1 0.0 -0.1
H -9.1713 -4.0775 -1.1879 -0.1 0.1 -0.1
H -6.0070 -4.6031 1.3189 0.1 0.0 0.1
H -1.9992 0.6123 1.0219 0.0 0.1 0.2
H 0.4301 1.0107 1.3437 0.0 0.0 0.1
H 3.2634 3.8608 1.1931 -0.1 0.1 0.0
H 5.4669 4.8177 1.7501 0.0 0.1 0.1
```
Forces are in eV/Å.

- Spin multiplicity: 1
- Highest occupied orbital energy: -8.15 eV
- Gap between HOMO and LUMO: 0.3010 Ha
- SMILES string: COc1ccc(NC(=O)c2ccc(S(=O)(=O)NCc3cccnc3)cc2)cc1
- Relative energy (zero: lowest compared OMol25 entry of this formula, charge and spin): 0.618 eV

---

# 4
A gas-phase ion, C20H19N4O (charge +1) in a non-equilibrium geometry. Source: the OMol25 dataset; level of theory: the ωB97M-V functional and the def2-TZVPD basis.

XYZ file:
```
44
Properties=species:S:1:pos:R:3:forces:R:3
C 0.3850 4.2138 -1.4345 0.0 0.0 -0.2
C 1.4140 3.6751 -0.4907 -0.1 -0.1 0.1
C 2.7418 4.0864 -0.5463 -0.1 -0.1 0.1
C 3.6867 3.5833 0.3302 0.0 0.0 0.0
C 3.3273 2.6515 1.2905 -0.1 0.0 0.0
C 2.0126 2.2284 1.3712 -0.2 0.0 0.0
C 1.0796 2.7461 0.4898 0.8 0.3 0.1
N -0.3078 2.2607 0.5740 0.0 -0.1 -0.2
C -0.4790 1.0412 -0.2552 -0.5 -0.6 -0.9
N -0.0518 -0.0623 0.3230 0.1 -0.1 0.4
C -0.1668 -1.1871 -0.3930 0.0 0.4 0.0
N 0.2972 -2.3106 0.1437 0.0 -0.3 -0.4
C 0.8183 -2.3994 1.4956 -0.2 -0.3 0.4
C -0.2654 -2.7083 2.4778 0.2 0.9 0.4
C -0.8225 -1.9769 3.4844 0.4 -0.3 -0.5
C -1.8249 -2.7956 4.0603 -0.1 -0.5 -0.2
C -1.8068 -3.9574 3.3549 -0.5 0.4 0.7
O -0.8698 -3.9149 2.3946 0.4 -0.2 -0.5
C -0.7491 -1.1483 -1.7115 -0.2 0.4 -0.3
C -0.9328 -2.2653 -2.5400 0.0 0.0 -0.1
C -1.4981 -2.1205 -3.7834 0.1 -0.2 0.2
C -1.8982 -0.8626 -4.2435 0.0 0.2 0.1
C -1.7337 0.2500 -3.4573 0.0 -0.2 -0.1
C -1.1605 0.1239 -2.1859 0.2 -0.7 0.2
N -1.0088 1.2410 -1.4125 0.0 0.7 0.6
H -0.1339 3.4065 -1.9511 0.0 0.1 0.0
H 0.8568 4.8486 -2.1784 0.0 0.1 0.0
H -0.3507 4.8221 -0.9048 -0.1 0.1 0.0
H 3.0337 4.8105 -1.2908 0.0 0.1 -0.1
H 4.7093 3.9191 0.2636 0.1 0.0 0.0
H 4.0623 2.2585 1.9739 0.1 0.0 0.1
H 1.7119 1.4998 2.1087 0.0 -0.1 0.1
H -0.9445 2.9767 0.2000 0.0 -0.2 0.2
H -0.5309 2.0246 1.5471 -0.1 0.1 -0.2
H 0.1157 -3.1829 -0.3286 0.0 0.1 0.0
H 1.2748 -1.4426 1.7483 0.0 -0.2 0.0
H 1.5748 -3.1883 1.5085 0.0 0.1 0.0
H -0.5437 -0.9898 3.7908 0.1 0.2 0.0
H -2.4626 -2.5498 4.8834 -0.2 0.0 0.2
H -2.3862 -4.8550 3.4363 0.0 -0.2 -0.1
H -0.6324 -3.2484 -2.2098 0.0 -0.1 0.0
H -1.6363 -2.9855 -4.4131 0.0 -0.1 0.0
H -2.3401 -0.7708 -5.2233 0.0 0.0 -0.1
H -2.0369 1.2298 -3.7890 0.0 0.1 0.0
```
Forces are in eV/Å.

- Spin multiplicity: 1
- Highest occupied orbital energy: -11.20 eV
- Gap between HOMO and LUMO: 0.3069 Ha
- SMILES string: Cc1ccccc1[NH2+]c1nc(NCc2ccco2)c2ccccc2n1
- Total charge: +1
- Relative energy (zero: lowest compared OMol25 entry of this formula, charge and spin): 0.019 eV

---

# 5
A molecular structure, C20H19N5O2W in a non-equilibrium geometry. Source: the OMol25 dataset; level of theory: the ωB97M-V functional and the def2-TZVPD basis.

XYZ file:
```
47
Properties=species:S:1:pos:R:3:forces:R:3
N 0.1773 -1.8638 0.2855 -0.2 -0.8 -0.6
C 0.2267 -2.9437 0.7111 0.3 1.3 0.0
C 0.3762 -4.2507 1.2537 0.0 -0.6 0.2
H 1.4319 -4.5452 1.1777 -0.1 0.0 0.1
H -0.2387 -4.9631 0.6844 0.1 0.1 0.2
H 0.0625 -4.2651 2.3066 0.0 0.0 -0.1
N -2.1407 0.4862 -1.1866 -4.7 1.1 -2.6
C -3.2229 0.8587 -1.5322 3.2 -0.1 3.2
C -4.4860 1.5125 -1.4644 -0.9 0.1 -0.9
H -5.2526 0.7888 -1.8425 0.2 0.7 0.3
H -4.4449 2.4081 -2.1383 -0.3 -0.5 0.5
H -4.7043 1.8127 -0.4022 0.3 -0.3 -0.8
N 1.4617 0.7367 -0.9599 -0.1 -0.3 -0.9
C 2.3534 1.3656 -1.3471 -0.2 -0.4 0.7
C 3.5067 2.0844 -1.7780 0.4 0.4 -0.2
H 3.4679 3.1215 -1.4193 0.0 -0.1 0.0
H 3.5507 2.0873 -2.8765 0.0 0.1 0.2
H 4.4023 1.5859 -1.3842 0.0 0.1 0.0
W -0.3764 -0.4608 -1.3598 2.7 4.8 12.9
C -0.5553 2.0731 0.0779 -0.3 5.6 0.5
O -0.6322 3.2242 0.2416 0.3 -5.2 -0.6
C -1.7447 -0.3177 1.2356 -2.4 -1.0 2.3
O -2.5007 -0.5755 2.0543 2.0 0.8 -2.1
C -0.7948 -2.3683 -2.1916 -0.6 -1.6 -2.1
C 0.6043 -2.2162 -2.2566 0.5 -1.3 -1.8
C 1.1648 -1.0730 -2.8039 0.6 -1.0 -2.0
C 0.3453 -0.0413 -3.3039 0.0 -0.3 -2.7
C -1.0400 -0.2157 -3.3082 -0.4 -0.2 -3.4
C -1.6121 -1.3841 -2.7499 -1.2 -1.8 -2.6
H -1.2368 -3.3180 -1.9397 -0.1 -0.1 0.6
H 1.2356 -3.0588 -2.0471 0.3 -0.1 0.7
H 2.2186 -1.0536 -3.0082 0.5 0.3 0.5
H 0.7615 0.7609 -3.8904 0.2 0.5 0.3
H -1.6543 0.4910 -3.8408 -0.1 0.3 0.1
H -2.6672 -1.5766 -2.8533 -0.2 0.1 0.3
N 0.6058 2.8950 6.6748 0.4 -0.9 -1.6
C 0.8286 2.3142 5.6905 0.0 0.4 0.9
C 1.0169 1.6164 4.4257 -0.2 0.4 0.5
C 1.5666 2.2797 3.3251 -0.3 -0.6 -1.0
C 1.4612 1.6631 2.0645 0.5 0.8 1.4
N 0.8741 0.4923 1.9273 0.2 -0.7 -1.3
C 0.5269 -0.2332 2.9712 0.3 0.3 1.6
C 0.5894 0.2942 4.2743 -0.1 -0.2 -1.1
H 2.0425 3.2352 3.4153 0.1 0.4 0.1
H 1.9097 2.1184 1.1781 -0.3 0.1 0.3
H 0.2379 -1.2726 2.7996 -0.1 0.3 0.2
H 0.2980 -0.3092 5.1097 -0.2 -0.1 0.4
```
Forces are in eV/Å.

- Spin multiplicity: 3
- Highest occupied orbital energy (alpha / beta): -20.07 / -20.16 eV
- Gap between HOMO and LUMO (alpha / beta): 0.1099 / 0.1025 Ha
- Total charge: +4
- Relative energy (zero: lowest compared OMol25 entry of this formula, charge and spin): 1.288 eV

---

These records have E values of -2346.513973; -1238.731891; -1636.947889; -1067.596266; -1262.953308 Ha, in the order they appear.